# 1
Entry from the Open Molecules 2025 dataset: a 4-piece molecular cluster, C36H49BF32I2N5O8P2 overall (ωB97M-V/def2-TZVPD).

Geometry (Å):
C: -6.148 -0.654 -2.008
C: -5.253 0.226 -2.921
O: -4.192 0.834 -2.201
C: -2.944 0.283 -2.520
N: -1.939 1.189 -1.974
C: -1.630 2.337 -2.850
C: -1.590 3.712 -2.175
C: -1.771 4.824 -3.197
O: -1.803 5.926 -2.820
O: -1.837 4.522 -4.524
C: -1.404 0.937 -0.831
N: -1.745 -0.106 -0.023
B: -3.156 -0.237 0.438
N: -3.662 -1.593 0.623
O: -3.998 0.844 0.666
C: -0.682 -0.191 1.042
P: -0.786 -1.451 2.397
C: -0.687 -3.085 1.512
C: -2.294 -1.535 3.437
C: -0.206 1.293 1.244
C: 1.208 1.608 1.758
C: 2.047 0.465 2.332
O: 2.791 -0.253 1.330
C: 3.975 0.392 0.950
C: 5.207 -0.153 1.667
F: 5.211 0.210 2.954
F: 6.263 0.456 1.130
C: 5.353 -1.696 1.658
F: 4.420 -2.167 2.485
F: 6.503 -1.992 2.223
C: 5.214 -2.367 0.283
F: 5.464 -3.662 0.483
F: 3.964 -2.313 -0.173
C: 6.192 -1.887 -0.818
F: 6.356 -2.928 -1.647
F: 7.382 -1.615 -0.331
C: -1.213 2.333 1.880
I: -0.649 4.368 1.272
C: -1.506 2.428 3.403
C: -3.033 2.206 3.648
I: -0.461 1.231 4.833
N: -0.366 1.670 -0.232
P: 1.053 1.280 -1.244
N: 1.832 2.603 -1.601
H: -5.757 -0.575 -0.991
H: -6.177 -1.689 -2.341
H: -7.172 -0.289 -1.985
H: -5.903 0.951 -3.409
H: -4.883 -0.427 -3.719
H: -2.837 0.283 -3.606
H: -2.863 -0.719 -2.087
H: -0.683 2.139 -3.357
H: -2.358 2.389 -3.654
H: -2.274 3.830 -1.342
H: -0.570 3.859 -1.815
H: -2.655 4.916 -4.864
H: -3.998 -1.961 -0.267
H: -4.506 -1.505 1.186
H: -4.169 0.907 1.619
H: 0.117 -0.672 0.460
H: -0.016 -2.924 0.666
H: -0.347 -3.874 2.176
H: -1.666 -3.340 1.100
H: -2.019 -1.417 4.483
H: -2.720 -2.540 3.370
H: -3.118 -0.843 3.253
H: 1.848 2.156 1.056
H: 1.120 2.326 2.572
H: 1.531 -0.202 3.011
H: 2.811 0.949 2.951
H: 3.972 1.476 1.100
H: 4.104 0.241 -0.127
H: 5.799 -1.077 -1.434
H: -2.163 2.208 1.362
H: -1.353 3.451 3.716
H: -3.639 2.630 2.844
H: -3.275 1.177 3.909
H: -3.268 2.795 4.538
H: 1.858 0.342 -0.569
H: 0.626 0.631 -2.429
H: 1.807 2.668 -2.618
C: 5.007 -5.626 5.516
C: 3.577 -5.633 4.956
C: 2.812 -4.317 5.061
F: 2.646 -3.934 6.345
F: 1.571 -4.465 4.523
F: 2.875 -6.635 5.527
F: 3.672 -5.933 3.629
O: 5.174 -6.142 6.822
C: 4.960 -5.294 7.892
C: 3.789 -5.759 8.755
F: 2.649 -5.805 8.034
F: 3.598 -4.889 9.773
F: 4.803 -4.022 7.470
F: 6.081 -5.322 8.641
H: 5.576 -6.308 4.885
H: 5.491 -4.656 5.397
H: 3.325 -3.518 4.518
H: 3.986 -6.751 9.166
C: 2.550 -7.683 -1.945
C: 1.068 -7.278 -1.917
C: 0.436 -6.946 -3.267
F: 1.044 -5.890 -3.852
F: -0.867 -6.613 -3.088
F: 0.900 -6.252 -1.050
F: 0.379 -8.335 -1.404
O: 3.485 -6.666 -1.636
C: 3.898 -5.825 -2.649
C: 3.484 -4.382 -2.375
F: 2.140 -4.269 -2.269
F: 3.877 -3.579 -3.396
F: 3.454 -6.259 -3.846
F: 5.244 -5.884 -2.685
H: 2.673 -8.413 -1.146
H: 2.813 -8.214 -2.860
H: 0.481 -7.804 -3.943
H: 3.934 -4.025 -1.457
C: -4.939 8.258 -4.439
C: -4.259 8.288 -5.815
C: -2.880 8.943 -5.871
F: -2.937 10.243 -5.518
F: -2.404 8.885 -7.139
F: -5.089 8.853 -6.712
F: -4.100 6.981 -6.203
O: -5.901 9.260 -4.179
C: -5.462 10.485 -3.711
C: -5.776 11.612 -4.694
F: -5.179 11.392 -5.883
F: -5.310 12.784 -4.207
F: -4.153 10.435 -3.398
F: -6.130 10.722 -2.562
H: -5.510 7.330 -4.412
H: -4.215 8.169 -3.628
H: -2.173 8.425 -5.215
H: -6.854 11.695 -4.852

- highest occupied orbital energy (eV) = -10.87
- total charge = +1

---

# 2
Entry from the Open Molecules 2025 dataset: C36H49N3O2PRe as an isolated structure (ωB97M-V/def2-TZVPD).

Geometry (Å):
Re: 0.049 1.685 0.175
C: 4.404 1.676 0.176
C: 4.686 3.024 -0.004
C: 3.651 3.933 -0.134
C: 2.330 3.486 -0.099
C: 2.044 2.125 0.089
C: 3.088 1.223 0.234
C: 1.165 4.355 -0.229
C: 1.207 5.737 -0.417
C: 0.034 6.436 -0.536
C: -1.217 5.784 -0.456
C: -2.441 6.478 -0.571
C: -3.628 5.803 -0.482
C: -3.629 4.414 -0.271
C: -2.451 3.711 -0.162
C: -1.229 4.389 -0.252
N: -0.024 3.701 -0.140
H: 5.217 0.970 0.281
H: 5.712 3.363 -0.038
H: 3.879 4.982 -0.269
H: 2.897 0.167 0.381
H: 2.159 6.243 -0.474
H: 0.056 7.508 -0.694
H: -2.424 7.548 -0.730
H: -4.567 6.332 -0.568
H: -4.572 3.888 -0.199
H: -2.492 2.635 -0.014
N: 0.032 1.871 -3.042
C: 0.053 1.767 -1.898
H: 0.035 1.976 -4.044
C: 1.737 1.780 3.485
C: 0.330 2.202 3.250
N: -0.337 2.797 4.200
O: -0.283 2.003 2.135
H: 1.881 1.480 4.522
H: 2.399 2.626 3.283
H: 2.006 0.965 2.821
H: 0.069 2.951 5.112
H: -1.290 3.099 4.042
O: -0.153 -0.152 0.096
P: -0.298 -1.754 -0.164
C: -1.708 -1.835 -1.287
C: -2.168 -3.272 -1.612
C: -3.515 -3.204 -2.329
C: -4.621 -2.718 -1.381
C: -4.058 -1.827 -0.267
C: -2.898 -0.971 -0.773
C: 1.331 -2.277 -0.800
C: 1.543 -3.788 -1.141
C: 1.469 -4.190 -2.619
C: 2.140 -3.200 -3.557
C: 1.575 -1.805 -3.330
C: 1.881 -1.351 -1.908
C: -0.779 -2.367 1.481
C: -0.324 -1.472 2.649
C: 1.135 -1.679 3.039
C: 1.383 -3.142 3.397
C: 1.006 -4.055 2.236
C: -0.436 -3.846 1.774
H: -1.311 -1.388 -2.207
H: -2.266 -3.870 -0.702
H: -1.429 -3.758 -2.237
H: -3.765 -4.180 -2.740
H: -3.415 -2.531 -3.187
H: -5.126 -3.572 -0.931
H: -5.379 -2.176 -1.947
H: -3.725 -2.448 0.570
H: -4.838 -1.181 0.135
H: -2.580 -0.265 0.002
H: -3.249 -0.364 -1.611
H: 1.928 -2.083 0.100
H: 0.873 -4.421 -0.564
H: 2.547 -4.023 -0.781
H: 0.438 -4.327 -2.935
H: 1.931 -5.173 -2.710
H: 1.998 -3.513 -4.591
H: 3.220 -3.181 -3.381
H: 0.495 -1.807 -3.523
H: 2.020 -1.094 -4.029
H: 1.559 -0.324 -1.741
H: 2.967 -1.332 -1.788
H: -1.869 -2.276 1.412
H: -0.953 -1.759 3.496
H: -0.551 -0.423 2.444
H: 1.383 -1.033 3.884
H: 1.800 -1.380 2.215
H: 0.785 -3.395 4.277
H: 2.425 -3.299 3.673
H: 1.128 -5.101 2.522
H: 1.703 -3.886 1.412
H: -1.116 -4.157 2.572
H: -0.675 -4.488 0.925

- multiplicity = 2
- highest occupied orbital energy (spin up / spin down) (eV) = -16.51 / -16.44
- energy relative to the best compared isomer or geometry (same formula, charge and spin) (kJ/mol) = 0.0
- total charge = +3

---

| no. | largest force on an atom (eV/Å) | total energy (Ha) | M (g/mol) |
| --- | --- | --- | --- |
| 1 | 3.46 | -6775.29305 | 1614.3 |
| 2 | 1.15 | -2134.74701 | 773.0 |